ORCA calculation (ωB97M-V with the def2-TZVPD basis set) on a molecular structure, C18H33N3NiO3.

Positions of all 58 atoms, in Å:
C: -0.36184 -1.58536 -4.10768
C: -1.26061 -0.97804 -5.03303
H: -0.33006 -2.69578 -4.16757
H: 0.69710 -1.13011 -4.13349
C: -1.46787 0.40110 -4.90845
C: -1.19175 0.97968 -3.68801
H: -1.67454 0.52642 -2.81762
H: -0.97421 2.04136 -3.63371
C: -2.00467 -1.73010 -6.09810
H: -1.90065 -2.80199 -5.92682
H: -1.59965 -1.48427 -7.09424
H: -3.08691 -1.49178 -6.13794
C: -1.92108 1.18801 -6.12068
H: -2.97053 0.99146 -6.38579
H: -1.31209 0.92246 -7.00155
H: -1.81203 2.26980 -5.96436
Ni: -0.17008 0.19428 2.30027
O: -0.25117 -0.59727 0.49966
C: 0.20199 -0.11804 -0.58645
O: 0.42142 1.88397 1.47440
C: 1.17417 1.87326 0.47967
O: 2.03893 2.84643 0.28209
N: 1.14806 0.94850 -0.53615
C: 2.82152 2.47749 -0.90395
C: 2.03491 1.39719 -1.63851
H: 3.79355 2.05647 -0.59803
H: 2.99800 3.39107 -1.47556
H: 2.63990 0.55232 -2.00067
H: 1.41365 1.79418 -2.46138
C: -0.14626 -0.61129 -1.88451
C: -0.99479 -1.68779 -2.07852
H: 0.46429 -0.17106 -2.67205
H: -1.03200 -2.41354 -1.24739
H: -1.96660 -1.71941 -2.56895
C: -2.14400 0.74640 4.49377
N: -0.67603 0.70874 4.34922
C: -0.11851 2.04558 4.67843
C: -0.09405 -0.34262 5.25025
C: 1.26642 -0.71459 4.71196
N: 1.12670 -1.17156 3.30528
C: 2.43989 -1.22743 2.61755
C: 0.42430 -2.47198 3.20200
H: -2.43001 1.05841 5.50882
H: -2.54628 -0.25322 4.30423
H: -2.54331 1.45961 3.76680
H: -0.32986 2.30561 5.72999
H: 0.95617 2.07165 4.48827
H: -0.59585 2.78077 4.02733
H: -0.00273 0.06247 6.26561
H: -0.77477 -1.19523 5.26583
H: 1.92965 0.15946 4.73337
H: 1.70789 -1.51637 5.32153
H: 3.11299 -1.95874 3.10564
H: 2.26599 -1.49500 1.56503
H: 2.88812 -0.22415 2.64313
H: 0.98997 -3.26974 3.71685
H: -0.56888 -2.36999 3.64687
H: 0.29809 -2.70770 2.13731

Summary:
Molecular weight (g mol⁻¹): 398.173
LUMO (alpha / beta) (eV): -7.13 / -7.18
Energy (a.u.): -2603.2636
Total charge: +2
Multiplicity: 3
Gap between HOMO and LUMO (alpha / beta) (Ha): 0.234 / 0.232

ORCA calculation (ωB97M-V with the def2-TZVPD basis set) on a molecular structure, C18H33NO3P2Pb.

Positions of all 58 atoms, in Å:
C: -1.34621 -2.09190 -7.49586
C: -1.51300 -1.28931 -8.60417
H: -1.04257 -3.11459 -7.70514
H: -1.86109 -1.88318 -6.54868
C: -1.52868 0.14146 -8.46317
C: -1.22087 0.70912 -7.25563
H: -1.16239 0.14596 -6.32965
H: -1.15408 1.80618 -7.25045
C: -1.74979 -1.89872 -9.98762
H: -1.52308 -2.97362 -9.94979
H: -1.11067 -1.44736 -10.77822
H: -2.79419 -1.79332 -10.35248
C: -1.93632 1.01218 -9.64300
H: -2.93881 0.77241 -10.03779
H: -1.22979 0.91514 -10.47903
H: -1.95546 2.06326 -9.32620
Pb: 0.22540 -0.71602 -0.74112
O: 0.43928 -0.85627 -2.99603
C: 0.91061 -0.13146 -3.92076
O: 0.76551 1.40748 -1.44729
C: 1.61189 1.63563 -2.36268
O: 2.51907 2.57478 -2.25059
N: 1.70131 0.98221 -3.57435
C: 3.36439 2.55775 -3.47383
C: 2.71422 1.61941 -4.44523
H: 4.35043 2.19222 -3.18711
H: 3.42667 3.59368 -3.80321
H: 3.41716 0.88541 -4.84039
H: 2.25009 2.14040 -5.29215
C: 0.76396 -0.49145 -5.29018
C: 0.26053 -1.70462 -5.64401
H: 1.03947 0.28083 -6.01774
H: -0.28718 -2.26002 -4.86700
H: 0.64118 -2.22351 -6.52569
C: -1.88383 -1.88656 1.97790
P: -2.58855 -0.26972 1.41182
C: -4.01632 -0.25359 2.59328
C: -1.60020 1.09438 2.22655
C: -0.40760 0.76949 3.12522
P: 0.97562 -0.01356 2.17280
C: 2.31932 1.19110 2.57925
C: 1.38690 -1.41967 3.30950
H: -2.72854 -2.59551 1.95062
H: -1.49813 -1.84962 3.01079
H: -1.11862 -2.29982 1.29333
H: -3.66963 -0.31380 3.63909
H: -4.59439 0.66940 2.45839
H: -4.67815 -1.10393 2.38110
H: -1.24996 1.71084 1.36200
H: -2.33022 1.71254 2.78483
H: -0.00009 1.71071 3.51655
H: -0.68018 0.15133 3.98143
H: 2.00766 1.85307 3.40396
H: 3.22930 0.63641 2.86227
H: 2.51785 1.79727 1.67889
H: 0.76011 -1.37652 4.21346
H: 1.19232 -2.36313 2.78380
H: 2.44825 -1.35490 3.56901

Summary:
Molecular weight (g mol⁻¹): 580.614
LUMO (eV): -7.44
Energy (a.u.): -1861.0557
Total charge: +2
Gap between HOMO and LUMO (Ha): 0.198

ORCA calculation (ωB97M-V with the def2-TZVPD basis set) on 3 unconnected molecules or ions with the total composition C18H33O6S.

Positions of all 58 atoms, in Å:
C: -0.81491 -0.45684 -1.64676
C: -0.79062 -1.12630 -3.03322
C: -1.65413 -2.39828 -3.10758
S: -0.85651 -3.88032 -3.75570
C: 0.61657 -4.22085 -2.74604
C: 0.36950 -5.42367 -1.82782
C: -0.42056 -5.16272 -0.52771
C: -0.21997 -3.79124 0.12509
C: 1.04364 -3.68422 0.96683
O: 2.24566 -4.02578 0.24748
C: 2.78751 -3.07693 -0.53025
C: 4.16142 -3.45316 -0.98932
O: 2.19473 -2.07551 -0.83375
H: -1.12897 -1.14938 -0.86517
H: -1.52072 0.37206 -1.62701
H: 0.16726 -0.07822 -1.36417
H: -1.19690 -0.43210 -3.77322
H: 0.23860 -1.33314 -3.34544
H: -2.06001 -2.69744 -2.13615
H: -2.50845 -2.29344 -3.78417
H: -0.25444 -3.31633 -4.81466
H: 1.39566 -4.45035 -3.47808
H: 0.89661 -3.29527 -2.23933
H: 1.34573 -5.86042 -1.60383
H: -0.15975 -6.17788 -2.42167
H: -1.48432 -5.35438 -0.69955
H: -0.10364 -5.91460 0.20317
H: -0.22155 -2.97987 -0.60523
H: -1.05626 -3.58174 0.80133
H: 1.13404 -2.67831 1.38215
H: 1.01432 -4.40088 1.79053
H: 4.79633 -3.71042 -0.14143
H: 4.58463 -2.62244 -1.55221
H: 4.10061 -4.33186 -1.63889
O: -3.24426 0.30866 0.38441
C: -2.94699 1.38465 0.82803
O: -1.68889 1.86320 0.75047
C: -1.59147 3.14041 1.42806
C: -3.01622 3.67799 1.46001
C: -3.83568 2.39089 1.52822
H: -1.19230 2.96047 2.42776
H: -0.89889 3.76954 0.88090
H: -3.18239 4.36671 2.28347
H: -3.22913 4.20881 0.53185
H: -3.98545 2.04596 2.55345
H: -4.80258 2.44368 1.03549
O: -1.10314 6.40544 2.05337
C: 0.04539 6.30836 2.37406
O: 0.78604 5.22785 2.02384
C: 2.09634 5.29898 2.61703
C: 2.31782 6.78062 2.90668
C: 0.89464 7.25942 3.19107
H: 2.09190 4.69528 3.52694
H: 2.80756 4.87623 1.91232
H: 3.01779 6.94963 3.72138
H: 2.70504 7.27690 2.01638
H: 0.61776 7.13662 4.23986
H: 0.69604 8.28590 2.89671

Summary:
Molecular weight (g mol⁻¹): 377.523
LUMO (eV): -2.84
Energy (a.u.): -1555.0753
Total charge: +1
Gap between HOMO and LUMO (Ha): 0.337

ORCA calculation (ωB97M-V with the def2-TZVPD basis set) on 4 unconnected molecules or ions with the total composition C18H34BFNO9.

Positions of all 64 atoms, in Å:
C: -0.47314 1.52949 0.44752
C: -0.23970 2.08085 -0.97275
C: 1.20563 2.06454 -1.45260
F: 1.46303 0.66078 -1.79424
B: 1.59390 3.09370 -2.64567
C: 2.12032 4.49070 -1.96454
C: 3.51023 4.42823 -1.30948
C: 4.64540 4.31104 -2.34148
N: 5.41351 3.06040 -2.21663
H: -0.59616 2.31589 1.19802
H: -1.35464 0.88317 0.51441
H: 0.37638 0.91375 0.75034
H: -0.62044 3.10064 -1.07379
H: -0.79885 1.47305 -1.69148
H: 1.86127 2.19664 -0.57643
H: 2.47188 2.58793 -3.35093
H: 0.59717 3.31370 -3.34634
H: 2.15108 5.27717 -2.73387
H: 1.39713 4.86030 -1.21888
H: 3.67909 5.30757 -0.67272
H: 3.58765 3.55279 -0.65509
H: 5.30767 5.18576 -2.26919
H: 4.19535 4.33040 -3.33542
H: 5.76050 2.75615 -3.11760
H: 6.22532 3.19899 -1.62584
C: 2.63979 -4.21844 -0.59587
C: 1.35430 -3.47408 -0.83518
C: 1.44299 -1.96152 -0.74465
O: 0.14722 -1.61355 -0.22344
C: -0.35495 -2.66253 0.42267
O: -1.33402 -2.65575 1.11318
O: 0.39293 -3.77290 0.20761
H: 2.52181 -5.28680 -0.76968
H: 3.40602 -3.83869 -1.27373
H: 2.97424 -4.06115 0.42995
H: 0.88759 -3.76968 -1.77915
H: 1.59166 -1.43263 -1.67679
H: 2.19717 -1.64140 -0.02174
C: -4.26528 0.25891 -1.21875
C: -3.95052 1.68965 -0.87347
C: -5.11283 2.52585 -0.36201
O: -4.79749 3.83314 -0.84177
C: -3.96405 3.70691 -1.92082
O: -3.65866 4.60478 -2.63118
O: -3.58469 2.42283 -2.04952
H: -3.35973 -0.28105 -1.48898
H: -4.71685 -0.23551 -0.35651
H: -4.96491 0.22325 -2.05508
H: -3.10120 1.74842 -0.18724
H: -5.20155 2.55317 0.72094
H: -6.05805 2.20090 -0.80914
C: -2.77369 -4.39461 4.42804
C: -1.27893 -4.26256 4.52975
C: -0.48966 -4.93799 3.42639
O: 0.72156 -5.31444 4.09731
C: 0.45484 -5.43577 5.41647
O: 1.19765 -5.90672 6.21878
O: -0.77496 -4.95132 5.69697
H: -3.27656 -3.80859 5.19524
H: -3.09216 -4.03201 3.44921
H: -3.06335 -5.44076 4.53292
H: -0.97843 -3.21548 4.62042
H: -0.26728 -4.28984 2.58683
H: -0.98954 -5.84565 3.07671

Summary:
Molecular weight (g mol⁻¹): 438.278
LUMO (eV): 2.31
Energy (a.u.): -1562.9790
Total charge: -1
Gap between HOMO and LUMO (Ha): 0.269

Question: Number 2 is which compound?
Answer: C18H33NO3P2Pb

Question: Look up the molecular weight of the second one.
Answer: 580.614 g mol⁻¹